# 1
{
  "formula": "C18H24N2O",
  "method": "wB97M-V/def2-TZVPD",
  "orbital_gap_ev": 8.520,
  "total_energy_ha": -885.06567,
  "de_lowest_ev": 0.593,
  "symbols": ["O", "N", "N", "C", "C", "C", "C", "C", "C", "C", "C", "C", "C", "C", "C", "C", "C", "C", "C", "C", "C", "H", "H", "H", "H", "H", "H", "H", "H", "H", "H", "H", "H", "H", "H", "H", "H", "H", "H", "H", "H", "H", "H", "H", "H"],
  "coordinates": [[-0.30985, 2.39447, 1.92290], [2.86559, 1.60302, -0.71336], [-1.72735, -0.31017, 0.87943], [0.06972, 1.28398, 1.58631], [1.27711, 1.09617, 0.78612], [-0.99022, -0.00174, -1.49771], [4.12496, -0.54317, -0.74211], [-2.10484, -2.14244, -0.68953], [-1.19878, -0.95814, -0.30828], [2.23585, -1.31837, 1.20519], [1.31456, 3.46974, -0.28964], [2.13496, -0.05364, 0.62378], [-2.57882, 1.61428, -0.47894], [-2.21469, 0.86954, -1.75766], [-0.79079, 0.06445, 1.91816], [-2.17399, -3.16756, 0.43465], [3.24131, -2.16936, 0.79812], [4.17171, -1.79679, -0.17122], [3.11388, 0.31185, -0.33114], [1.78985, 2.08727, -0.03885], [-2.82643, 0.60051, 0.64121], [-0.74235, -0.58733, -2.38543], [1.13524, 3.62710, -1.35409], [4.94242, -2.49324, -0.46473], [2.06448, 4.18910, 0.03993], [4.85165, -0.22952, -1.47696], [-1.18958, -3.59029, 0.62484], [-3.70660, -0.00027, 0.38018], [-1.37707, 0.31710, 2.80808], [1.55682, -1.64281, 1.97789], [-2.52683, -2.69159, 1.34548], [-1.76456, 2.28234, -0.19538], [-0.17657, -0.80501, 2.14342], [0.40201, 3.65333, 0.26916], [-3.05659, 0.24935, -2.07247], [-2.85212, -3.97729, 0.17521], [-3.10956, -1.78575, -0.91386], [-0.14128, 0.64915, -1.28051], [-0.22115, -1.37727, -0.04542], [-1.70584, -2.61102, -1.59143], [-3.47665, 2.21739, -0.62612], [3.40169, 2.12203, -1.38953], [3.31534, -3.14976, 1.24509], [-2.00227, 1.57586, -2.56418], [-3.04437, 1.12448, 1.57336]],
  "forces_ev_per_a": [[-0.1, -0.1, 0.1], [0.0, 0.3, -0.1], [0.2, 0.1, 0.2], [-0.1, 0.0, 0.2], [0.4, 0.5, -0.2], [-0.1, -0.1, 0.1], [0.0, 0.0, 0.0], [0.3, 0.0, 0.3], [0.0, -0.3, -0.4], [0.0, -0.1, 0.0], [-0.1, 0.1, 0.0], [0.3, 0.1, -0.3], [-0.1, -0.2, 0.0], [0.2, 0.1, 0.1], [-0.2, 0.1, 0.2], [-0.1, 0.1, -0.2], [-0.1, -0.2, 0.1], [0.1, 0.1, -0.1], [-0.1, -0.5, 0.3], [-0.3, -0.1, 0.2], [-0.1, 0.3, 0.0], [0.1, 0.0, 0.0], [0.0, 0.0, -0.1], [0.1, 0.0, 0.0], [0.0, 0.1, 0.0], [0.1, 0.0, -0.1], [0.1, -0.1, 0.1], [-0.1, 0.1, 0.0], [0.2, 0.0, 0.0], [0.0, 0.0, 0.0], [0.0, 0.0, 0.1], [0.0, 0.1, 0.0], [0.0, 0.0, 0.0], [0.1, 0.0, -0.1], [-0.1, 0.0, -0.1], [0.0, -0.1, 0.0], [-0.1, 0.0, -0.1], [0.0, 0.0, -0.1], [-0.1, 0.0, 0.0], [-0.1, 0.0, -0.1], [0.0, 0.1, 0.0], [-0.1, 0.0, 0.1], [0.0, -0.1, 0.0], [-0.1, -0.1, 0.0], [0.0, -0.1, 0.0]],
  "nbo_charge": [-0.5795, -0.5136, -0.4588, 0.5628, -0.2851, -0.4096, -0.2253, -0.4016, -0.0427, -0.2148, -0.6735, -0.0024, -0.4193, -0.4026, -0.2882, -0.6068, -0.2299, -0.2172, 0.1086, 0.2869, -0.2133, 0.2062, 0.2183, 0.2142, 0.2303, 0.2119, 0.1963, 0.1825, 0.2149, 0.2094, 0.2162, 0.2030, 0.1987, 0.2722, 0.1926, 0.2059, 0.1943, 0.2021, 0.2073, 0.1992, 0.2072, 0.4142, 0.2132, 0.2047, 0.2110]
}

***

# 2
{
  "formula": "C4H12OS2",
  "method": "wB97M-V/def2-TZVPD",
  "orbital_gap_ev": 9.541,
  "total_energy_ha": -1031.15151,
  "de_lowest_ev": 1.804,
  "symbols": ["S", "S", "O", "C", "C", "C", "C", "H", "H", "H", "H", "H", "H", "H", "H", "H", "H", "H", "H"],
  "coordinates": [[-0.64590, 0.72472, -0.41015], [-1.15558, 0.47830, 1.61673], [0.00358, -4.57884, 0.52513], [1.10151, 0.09080, -0.48965], [-0.97930, 2.09691, 2.38935], [1.71403, -0.26136, -1.96810], [1.47127, 0.82583, -2.91274], [1.21652, -0.90205, 0.04641], [-1.02360, 2.85496, 1.59834], [0.87815, -4.81616, 0.22566], [-2.02872, 2.21475, 2.76266], [1.15287, -1.09201, -2.30501], [0.01367, -3.47695, 0.37542], [-0.09996, 2.20617, 2.95246], [0.79312, 1.64296, -2.43081], [2.79379, -0.56762, -1.89618], [1.22758, 0.57848, -3.94679], [1.73975, 0.73326, 0.04962], [2.28687, 1.49348, -3.05132]],
  "forces_ev_per_a": [[0.6, -0.6, 0.5], [0.5, -0.5, -1.2], [-0.4, 4.9, -0.5], [0.8, -2.8, -1.0], [-2.7, 0.4, -2.1], [-0.3, 0.0, 2.6], [-1.0, 3.7, -0.3], [-0.7, 1.1, -0.3], [0.5, -0.2, 0.0], [0.5, -0.2, -0.2], [1.4, 0.1, 1.0], [-0.4, -1.2, -0.2], [-0.1, -4.7, 0.7], [0.6, 0.2, 1.2], [0.2, -1.7, -1.3], [-1.0, 0.3, 0.2], [-0.6, -0.2, 0.3], [0.7, 1.1, 0.4], [1.5, 0.3, 0.0]],
  "nbo_charge": [0.0617, 0.0886, -0.9318, -0.5182, -0.7716, -0.4024, -0.6341, 0.2071, 0.2385, 0.4638, 0.2435, 0.2024, 0.4687, 0.2262, 0.2122, 0.2136, 0.2209, 0.2001, 0.2112]
}